1.
Molecular formula: C11H13Br3Cl12O6
Method: DFT, ωB97M-V/def2-TZVPD

Each line ends with the Löwdin charge.
Positions of all 45 atoms, in Å:
Br: 1.6235 1.1248 -4.8876  0.567
Br: 2.1359 2.6064 -2.0844  0.558
Br: 3.1912 -0.4015 -2.5144  0.574
Cl: 5.7964 1.6560 2.6202  0.532
Cl: 4.5487 -2.0836 3.0859  0.549
Cl: -2.3684 -3.6064 -0.3191  0.513
Cl: -1.5265 -6.2522 0.4310  0.538
Cl: 3.8479 -4.8268 3.8698  0.553
Cl: 4.2366 -4.1999 1.0860  0.503
Cl: -0.5487 -0.8860 0.9887  0.584
Cl: 6.3626 1.4590 -0.2328  0.539
Cl: 3.6869 0.9040 0.7711  0.486
Cl: -0.1763 -1.4178 -1.9012  0.563
Cl: 1.8196 -2.3126 -0.0330  0.487
Cl: -0.4246 -5.0755 -1.9730  0.497
O: -4.5463 3.5925 4.3615  0.155
O: -3.5359 1.7313 3.5973  0.066
O: -2.3285 1.1340 -1.0413  -0.005
O: -3.4210 3.6022 2.4106  0.051
O: -3.8193 1.2208 -2.6646  0.084
O: -4.4302 0.5700 -0.5912  0.172
C: -2.7059 1.3980 2.4667  -0.127
C: -2.8500 2.5965 1.5429  -0.096
C: 3.6935 -3.5748 2.6512  -1.560
C: 2.8480 1.3177 -3.3871  -1.505
C: -3.6239 0.9410 -1.3755  -0.596
C: 5.4197 0.8172 1.1087  -1.555
C: -3.9029 3.0209 3.5361  -0.579
C: -1.0227 -4.7470 -0.3208  -1.551
C: -2.5453 1.3437 -3.3007  -0.105
C: -1.6780 1.7944 -2.1247  -0.139
C: 0.5853 -1.0482 -0.3764  -1.496
H: -1.7011 2.8811 -2.0279  0.137
H: -2.1809 0.4318 -3.7776  0.124
H: -0.6521 1.4534 -2.2452  0.055
H: -3.5825 2.3975 0.7662  0.111
H: 5.6794 -0.2212 1.2688  -0.028
H: 2.6398 -3.3672 2.5133  -0.021
H: -1.8840 3.0195 1.2815  0.134
H: -2.6635 2.0986 -4.0776  0.135
H: -1.7011 1.1986 2.8348  0.108
H: 3.7688 1.7447 -3.7550  -0.025
H: -0.1996 -4.3332 0.2467  -0.030
H: 1.2442 -0.1907 -0.4513  -0.067
H: -3.1087 0.4889 2.0234  0.113

Atomic forces in eV per Å
0.3362 0.0104 0.3892
0.2287 -0.3970 -0.4306
0.1004 0.7545 -0.6418
-0.0106 0.0170 -0.1017
-0.1849 -0.2958 0.0187
0.0832 -0.0697 -0.0921
0.0583 -0.1545 0.1534
0.0714 0.1120 0.1955
0.2313 0.0547 -0.0516
0.4880 0.0228 -0.6082
-0.0494 -0.0461 0.0203
0.0908 0.0526 0.1447
-0.2536 0.2586 -0.0093
-0.3607 -0.1988 0.1670
-0.1430 0.2004 0.3454
0.1864 -0.2411 -0.2016
0.1236 -0.2171 -0.2018
0.5439 0.3875 0.0866
-0.2166 -0.2152 0.1401
-0.2958 -0.5659 -0.4980
-0.5863 -0.0769 0.1323
-0.4279 -0.5251 0.3453
-0.0842 0.6326 1.1113
-0.0976 -0.1486 -0.3391
-0.6195 -0.1550 0.4702
0.3921 -0.2349 0.3664
-0.0305 0.0100 0.2808
-0.0959 0.5690 0.0966
-0.0951 -0.1956 -0.3858
0.2404 1.0614 -0.2265
0.0872 -0.2986 -1.0546
0.7097 -0.4886 0.6149
-0.0610 -0.0327 0.3495
-0.3703 -0.2785 0.3305
-0.0365 -0.0292 0.3221
0.4454 0.1463 -0.2890
-0.0116 -0.0300 -0.2077
0.0333 0.2666 0.2299
-0.1272 -0.2903 -0.7868
0.1457 0.0064 0.0800
0.0919 0.2111 -0.0620
0.0836 -0.1618 -0.0138
-0.0192 0.0788 -0.0119
-0.6281 0.4714 -0.1231
0.0340 0.0228 -0.0537

max |F| = 0.02492 Eh/bohr
total energy = -14122.72132 Ha
LUMO level = -0.85 eV
E_HOMO = -10.68 eV
energy relative to the best compared isomer or geometry (same formula, charge and spin) = 0.00 kJ/mol
charge = 0
spin multiplicity = 1

---

2.
Molecular formula: C11H13Br3FIO3
Method: DFT, ωB97M-V/def2-TZVPD

Each line ends with the Löwdin charge.
Positions of all 32 atoms, in Å:
I: 1.4399 2.4208 -2.1456  1.035
Br: 4.3997 -1.3219 -1.5301  0.708
Br: -1.6756 -3.5726 -1.3871  0.644
Br: 1.4536 -2.1011 -2.4266  0.756
F: -2.0288 3.0995 1.1545  -0.028
O: 0.5560 1.8757 0.7596  0.009
O: 0.5185 -0.3022 0.9649  0.048
O: 0.3642 0.9695 2.8155  0.262
C: 0.4506 0.8614 1.6884  -0.572
C: 2.8919 -0.4371 -0.6999  -0.743
C: 3.2458 0.5669 0.3803  -0.116
C: 1.6531 -0.7245 -1.0697  -0.626
C: -0.9063 -2.2660 -0.0901  -0.681
C: -2.1650 2.0099 0.3117  -0.187
C: 0.4086 -0.0430 -0.4467  -0.387
C: -1.1825 2.0684 -0.8668  -0.197
C: 0.2352 1.5041 -0.5642  -0.676
C: -0.8639 -0.8848 -0.8190  -0.221
C: -1.8936 -2.2285 1.0955  -0.145
H: 2.9244 0.2537 1.3847  0.099
H: -1.6233 1.4944 -1.6963  0.119
H: -3.2070 1.9988 -0.0444  0.131
H: -2.7488 -1.5605 0.8974  0.079
H: 4.3442 0.6151 0.4289  0.067
H: -2.3404 -3.2104 1.2946  0.059
H: -1.3756 -1.8120 1.9730  0.084
H: -1.0941 3.1136 -1.1886  0.086
H: 0.0810 -2.6492 0.1751  0.083
H: -1.7818 -0.3641 -0.5115  0.092
H: -0.9630 -0.9992 -1.9073  0.070
H: 2.8952 1.5859 0.1881  0.038
H: -2.0468 1.0915 0.9136  0.114

Atomic forces in eV per Å
0.0647 -0.2306 0.4531
-0.4413 0.5926 0.6133
0.1922 0.1232 0.2240
-0.4210 0.8192 0.4674
0.1154 -0.0851 -0.1502
0.1389 1.4447 0.5034
-0.1604 0.8449 0.9214
-0.2296 0.4919 4.4175
0.7081 -0.8303 -6.1646
0.5325 0.1675 0.3792
1.1912 -0.2227 0.1185
-0.0392 -0.1992 -0.8536
-1.1184 0.3116 -0.4901
-0.1889 -0.4679 0.0206
-0.8221 -2.6062 -0.6279
-0.3122 -0.4178 0.1123
-0.5349 -0.1165 0.4519
-0.0629 0.2616 -0.2570
0.1637 0.2203 0.0833
-0.0626 -0.0481 -0.4273
0.2466 0.2926 0.0861
0.3328 0.1293 -0.0789
0.3454 -0.2187 -0.1874
-0.3963 0.1230 0.0214
0.4840 0.2202 0.1915
-0.1836 -0.3327 -0.1136
-0.0566 -0.3149 0.1486
-0.2796 0.0338 -0.0789
0.4683 -0.0354 -0.0190
0.2949 0.0236 0.3614
-0.0454 -0.3572 -0.0667
0.0763 0.3835 -0.0593

max |F| = 0.12175 Eh/bohr
total energy = -8772.23967 Ha
LUMO level = -0.26 eV
E_HOMO = -9.50 eV
charge = 0
spin multiplicity = 1

---

3.
Molecular formula: C11H13CaN4O5
Method: DFT, ωB97M-V/def2-TZVPD

Each line ends with the Löwdin charge.
Positions of all 34 atoms, in Å:
Ca: 1.5564 -0.2039 -1.6338  0.746
O: 1.6273 -3.1903 -1.3651  0.202
O: 3.5583 0.5721 -3.7140  0.162
O: 1.6345 2.7740 -2.0592  0.215
O: -0.3459 -0.4774 -3.9403  0.210
O: 3.9765 -0.0083 0.1321  0.210
N: -0.6493 1.1020 2.2141  -0.086
N: -2.3987 0.6444 0.6005  -0.086
N: -0.1097 0.0017 0.1183  -0.188
N: -1.3734 -1.1784 1.8253  -0.086
C: -1.9090 1.5924 1.6204  -0.151
C: -2.6269 -0.6700 1.2340  -0.151
C: 3.0565 -0.0699 -0.5542  -0.226
C: 1.5916 -2.0462 -1.4588  -0.250
C: 3.0204 -0.3576 -3.1706  -0.185
C: -0.8893 -0.2161 2.8346  -0.152
C: 1.6044 1.6414 -1.8969  -0.225
C: -0.3596 -1.3082 0.7603  -0.176
C: -1.3770 0.5006 -0.4557  -0.169
C: 0.3903 -0.3585 -3.0654  -0.230
C: 0.3607 0.9547 1.1469  -0.168
H: -1.2114 1.4775 -0.9613  0.137
H: 3.2887 -1.3976 -3.4738  0.151
H: -1.7433 -0.1973 -1.2419  0.133
H: -3.0170 -1.3946 0.4836  0.137
H: 0.0463 -0.5941 3.3052  0.137
H: -3.4129 -0.5871 2.0176  0.140
H: 1.3230 0.6055 1.5825  0.132
H: -0.7069 -2.0474 0.0044  0.133
H: -1.6316 -0.1219 3.6589  0.140
H: 0.5708 1.9457 0.6875  0.132
H: 0.5862 -1.7136 1.1853  0.138
H: -2.6774 1.7304 2.4139  0.140
H: -1.7526 2.5958 1.1655  0.137

Atomic forces in eV per Å
-6.2935 1.0693 6.5639
-0.1077 1.9783 -0.1109
-1.3576 -2.0870 1.3679
-0.1093 -1.8516 0.3272
1.2174 0.2311 1.7999
-1.8775 -0.1034 -1.1172
0.4449 0.2274 -0.0031
-0.1047 0.0994 -0.4872
0.6104 -0.1346 -0.6107
0.2469 -0.4072 -0.1275
-0.0482 0.1747 0.0081
-0.1414 -0.1123 -0.0630
11.5274 0.9254 7.4506
0.5436 -13.9936 1.0255
4.6189 1.8521 -4.7680
0.0698 -0.0511 0.1773
0.4644 13.3363 -2.0401
-0.5595 -0.4574 0.7177
-0.9251 0.2239 0.2228
-8.0874 -1.2007 -11.0663
-0.2476 0.4393 0.8551
-0.0386 -0.4151 0.4768
-0.0107 -0.2478 -0.0071
0.1677 0.2207 0.6138
0.4092 0.4773 0.3614
-0.4908 0.2390 -0.4666
0.6550 0.1012 -0.4157
-0.6431 -0.0002 -0.1401
0.0077 0.5526 0.3868
0.3510 0.0156 -0.7025
-0.3461 -0.5163 0.1972
-0.5205 0.4028 -0.0915
0.5344 -0.3097 -0.4889
0.0406 -0.6785 0.1545

max |F| = 0.27307 Eh/bohr
total energy = -1699.03707 Ha
LUMO level (spin up / spin down) = -5.89 / -5.99 eV
E_HOMO (spin up / spin down) = -11.80 / -12.05 eV
energy relative to the best compared isomer or geometry (same formula, charge and spin) = 899.66 kJ/mol
charge = +1
spin multiplicity = 1

---

4.
Molecular formula: C11H13F6NORu
Method: DFT, ωB97M-V/def2-TZVPD

Each line ends with the Mulliken spin population.
Positions of all 33 atoms, in Å:
Ru: -0.3769 0.0248 -0.9802  2.237
F: -0.6455 1.9305 3.2211  -0.001
F: 0.7367 0.5993 4.3882  0.002
F: 1.6878 -1.6115 0.9405  0.005
F: 2.8130 0.1775 1.6536  0.000
F: 1.5658 2.0765 2.9117  -0.001
F: 2.0105 -1.3183 3.1290  0.001
O: 0.2383 0.8865 0.8294  0.122
N: -1.8111 -0.6518 -0.3080  1.253
C: 0.6041 -1.9484 -1.8987  0.023
C: 1.7521 -0.6653 1.9358  -0.002
C: -0.3928 -2.4680 -1.1067  0.021
C: 0.4275 0.1359 2.0190  -0.028
C: -0.0201 2.3455 -1.4617  0.129
C: -0.7608 -0.7852 2.3663  0.038
C: 0.5271 1.1947 3.1552  0.010
C: -1.2204 1.0648 -2.9571  0.027
C: -1.3364 1.9794 -1.8702  0.056
C: 0.9086 1.6532 -2.2876  0.002
C: 0.1650 0.8607 -3.2089  0.127
H: -2.2676 2.3291 -1.4230  -0.001
H: -2.7285 -1.0572 -0.0864  -0.042
H: 0.5887 0.2260 -3.9891  0.006
H: 1.5952 -1.7391 -1.4814  0.006
H: 0.4919 -1.9141 -2.9863  0.008
H: -0.8599 -1.6267 1.6720  -0.023
H: -2.0500 0.5876 -3.4816  0.002
H: -0.2190 -2.6844 -0.0496  0.000
H: -1.7137 -0.2143 2.3878  -0.002
H: -0.6169 -1.2500 3.3650  0.006
H: -1.3166 -2.8606 -1.5408  0.011
H: 0.2280 3.0168 -0.6384  0.010
H: 1.9970 1.7068 -2.2201  0.000

Atomic forces in eV per Å
2.3968 1.6629 -1.1550
1.7953 -1.0242 0.1481
-0.3376 1.1985 -1.4110
0.2796 0.8262 1.0172
-1.2847 -1.7305 0.3483
-1.6460 -1.0540 0.7859
0.0376 0.5948 -1.8235
0.7488 -1.2886 1.0423
-4.3013 -1.5423 1.9083
-0.2988 -0.4885 0.3789
0.7155 0.5023 0.5454
0.8697 -0.2132 -0.5734
-1.1088 0.8791 -1.0050
-0.2677 0.7895 -0.4984
-0.0779 -0.5367 0.9235
0.3473 0.7745 0.2493
0.3980 -0.7502 -0.2372
0.4408 0.3605 0.6463
-0.1329 -0.3721 0.4585
-0.2126 0.2881 -0.6204
0.4020 -0.1270 -0.1794
0.7522 0.3075 -0.4800
-0.1943 0.2738 0.3339
-0.3411 -0.1851 -0.2124
0.0249 0.0240 0.4861
0.0932 0.4510 0.0613
0.3575 0.2344 0.1699
-0.0211 0.0971 -0.4844
0.8029 -0.2777 -0.1653
-0.0170 0.4111 -0.4496
0.3591 0.3157 0.1308
-0.1085 -0.4160 -0.3185
-0.4712 0.0148 -0.0206

max |F| = 0.09630 Eh/bohr
total energy = -1250.85757 Ha
LUMO level (spin up / spin down) = 0.12 / -0.63 eV
E_HOMO (spin up / spin down) = -7.14 / -9.21 eV
charge = 0
<S²> = 6.0274
spin multiplicity = 5